Here is CH6P2S in the gas phase from OMol25. Energies are from wB97M-V/def2-TZVPD.

Output
F_max = 0.0499 hartree/bohr
spin multiplicity = 1
LUMO energy = -0.42 eV
electronic energy = -30544.1687 eV

Positions of all 10 atoms, in Å:
C  -1.667017  0.557384  -0.060947
P  2.754235  0.773555  0.528182
P  -0.839513  -1.084724  0.444894
S  1.416929  -0.806570  -0.029179
H  -0.968885  0.989897  -0.699378
H  -1.711426  1.180998  0.858504
H  -2.717361  0.499383  -0.398554
H  2.977489  1.055209  -0.963605
H  -0.712277  -1.796143  -0.907014
H  1.467823  -1.368993  1.227098

Atomic forces in eV per Å
-0.6 -1.1 2.2
-0.3 0.3 -2.1
-0.2 0.0 -2.1
0.2 -0.2 1.9
0.7 1.1 -1.6
0.2 -0.4 -0.4
0.8 -0.3 -0.3
-0.3 -0.3 1.8
-0.8 0.9 1.5
0.4 0.0 -1.0

Here is C15H12Cl5N4ORuS3 as an isolated structure from OMol25. Energies are from wB97M-V/def2-TZVPD.

Output
<S²> = 8.82
F_max = 0.0497 hartree/bohr
spin multiplicity = 6
LUMO energy (alpha / beta) = -0.13 / -3.38 eV
electronic energy = -121455.8201 eV

Positions of all 41 atoms, in Å:
Ru  -0.372076  0.149666  1.978611
Cl  5.380932  3.638976  -1.379934
C  3.902610  2.949838  -0.834743
C  3.893373  2.059003  0.234684
Cl  5.364551  1.628781  1.012257
C  2.692628  1.511652  0.670346
Cl  2.672624  0.368999  1.974651
C  1.462651  1.827243  0.070569
O  0.335057  1.296888  0.438445
C  1.503332  2.725933  -1.014052
Cl  0.011585  3.073647  -1.800133
C  2.695799  3.276516  -1.458132
Cl  2.692658  4.359972  -2.791946
S  -2.956391  0.631321  1.834650
C  -2.735512  0.871540  3.480581
S  -1.172561  0.877643  4.152972
C  -3.895378  1.088892  4.322456
C  -5.199367  1.130051  3.779710
N  -6.272418  1.155779  3.358096
C  -3.755784  1.280306  5.714675
N  -3.644618  1.441537  6.851366
C  1.914344  -1.975672  -3.134156
C  1.884209  -0.985957  -1.977588
N  1.437304  -1.582866  -0.720952
C  0.163989  -1.709776  -0.339635
S  -0.178646  -2.269103  1.263976
N  -0.796972  -1.451959  -1.218893
C  -2.227869  -1.634922  -0.984135
C  -2.692057  -3.039478  -1.329485
H  2.250959  -1.476985  -4.042960
H  0.932004  -2.408310  -3.330679
H  2.597521  -2.796118  -2.917426
H  1.253691  -0.119162  -2.199540
H  2.883324  -0.590631  -1.797296
H  2.104095  -1.695619  0.026657
H  -0.520912  -1.131295  -2.133327
H  -2.743549  -0.887427  -1.587048
H  -2.424828  -1.411869  0.061734
H  -2.500472  -3.274356  -2.377502
H  -3.763212  -3.132261  -1.150290
H  -2.176627  -3.770420  -0.706575

Atomic forces in eV per Å
-1.1 0.3 0.1
0.0 0.0 0.0
0.0 0.0 0.0
0.0 0.0 0.0
0.0 0.0 0.0
0.0 0.0 0.0
0.0 0.0 0.0
0.2 0.0 -0.1
-0.1 -0.2 0.1
-0.1 -0.1 0.0
0.0 0.0 0.0
0.0 0.0 0.0
0.0 0.0 0.0
0.9 -0.2 -0.8
-2.0 0.3 1.6
0.7 -0.1 0.0
1.6 -0.3 -1.0
-0.4 0.0 -0.2
0.2 0.0 0.0
0.1 0.1 0.4
0.0 0.0 -0.2
0.0 0.0 0.0
0.0 0.0 0.0
0.0 0.2 0.1
0.0 -0.2 -0.3
0.0 0.2 0.1
0.1 0.0 0.1
-0.1 0.0 0.0
0.0 0.0 0.0
0.0 0.0 0.0
0.0 0.0 0.0
0.0 0.0 0.0
0.0 0.0 0.0
0.0 0.0 0.0
0.0 0.0 0.0
0.0 0.0 0.0
0.0 0.0 0.0
0.0 0.0 0.0
0.0 0.0 0.0
0.0 0.0 0.0
0.0 0.0 0.0

Here is a 9-piece molecular cluster, C4H27N3O9 overall from OMol25. Energies are from wB97M-V/def2-TZVPD.

Output
total charge = +1
<S²> = 0.76
F_max = 0.1204 hartree/bohr
spin multiplicity = 2
LUMO energy (alpha / beta) = -2.81 / -7.72 eV
electronic energy = -27473.5226 eV

Positions of all 43 atoms, in Å:
C  1.033659  -0.490479  -0.231773
C  0.828896  0.571322  -1.366534
C  -0.329608  0.155552  -2.407486
N  -0.287669  -1.253247  -2.783997
N  -0.109362  -0.993106  0.446080
C  -0.161704  -1.008526  1.882491
N  1.004548  -1.351107  2.618383
O  -1.261916  -0.918239  2.381929
H  1.551390  -1.348892  -0.785322
H  1.865305  -0.308133  0.478413
H  1.896709  0.729103  -1.718223
H  0.608156  1.650113  -1.096674
H  -1.185850  0.412416  -1.820653
H  -0.087505  0.718675  -3.243894
H  0.474747  -1.596181  -3.449873
H  -0.232496  -1.803623  -2.037915
H  -1.079682  -0.607739  -0.034606
H  1.649519  -0.440673  2.774457
H  0.680195  -1.789204  3.527379
H  -2.988493  1.758056  0.389863
H  -1.613410  1.251408  0.616404
O  -2.219031  1.253743  -0.057998
H  -1.227627  2.249482  -1.011425
H  -1.486310  2.680601  -2.367089
O  -0.915408  2.981018  -1.571095
H  2.482169  2.320368  0.327284
H  3.267857  3.241213  -0.607695
O  2.937559  2.378370  -0.554993
H  4.373875  0.922101  -0.158027
H  3.772253  -0.286225  -1.059787
O  4.551370  -0.060375  -0.436213
H  0.041260  2.758401  2.296483
H  -0.173833  1.447858  2.852187
O  0.262949  1.865175  2.056949
H  0.214584  -4.181958  -1.751859
H  0.596963  -3.228056  -0.528206
O  0.808486  -3.429826  -1.487035
H  -3.867763  0.258493  2.051583
H  -2.464612  0.297993  2.449104
O  -3.119139  0.932361  2.101498
H  -3.160043  -2.397301  0.072586
H  -3.223652  -1.402422  -1.175287
O  -2.690342  -1.688585  -0.459625

Atomic forces in eV per Å
2.4 -1.2 -1.5
2.3 0.2 1.8
1.4 -2.0 0.2
2.6 4.6 -3.2
-2.9 1.8 0.4
-0.3 -0.5 -1.9
0.7 2.3 0.6
0.0 -0.4 0.8
-0.7 0.8 0.4
-0.5 0.9 -0.4
-1.5 -0.6 -0.7
-0.5 -1.5 -0.2
-1.0 -0.1 -0.2
-0.3 1.4 -1.6
-1.6 0.8 0.5
-0.7 -4.0 4.2
2.8 -1.7 2.4
-1.8 -3.0 -0.3
0.7 1.2 -1.3
1.7 -1.4 -1.0
2.4 -0.1 2.9
-3.4 1.4 -2.9
-0.3 0.5 0.8
1.4 1.5 1.4
-1.5 -1.0 -2.6
0.6 0.2 -1.2
0.8 2.1 -0.2
-1.4 -2.1 1.6
0.3 -2.7 -1.1
2.1 0.8 1.5
-2.3 1.8 -0.5
0.1 1.2 -0.4
0.7 0.0 -1.2
-0.9 -1.1 1.5
0.9 0.9 0.6
0.2 -0.6 -1.4
-1.3 -0.5 0.9
0.9 1.7 0.0
0.3 0.4 -0.2
-2.3 -1.9 1.6
0.7 1.4 -1.2
-1.3 0.1 -0.8
0.4 -1.7 1.7

Here is C5H8ClN3O in the gas phase from OMol25. Energies are from wB97M-V/def2-TZVPD.

Output
F_max = 0.0619 hartree/bohr
spin multiplicity = 1
LUMO energy (alpha / beta) = -0.04 / -0.63 eV
electronic energy = -24347.3711 eV

Positions of all 18 atoms, in Å:
C  0.504959  -0.412926  -1.213958
C  1.507958  0.251244  -0.640965
C  0.453194  1.499421  1.152503
C  -1.000247  -0.505390  -0.949370
C  -1.291526  -1.789059  -0.155821
N  -0.325523  1.852850  2.005024
N  1.527663  1.103587  0.507658
N  -1.503747  0.743514  -0.566953
O  2.801615  1.711873  0.755292
Cl  -2.671915  0.570548  0.694776
H  0.885708  -1.011524  -2.030100
H  2.522715  0.208418  -1.000779
H  -1.191247  -0.588460  -1.969976
H  -1.007967  -2.720313  -0.750738
H  -2.368574  -1.806421  0.059773
H  -0.837060  -1.814968  0.903143
H  -1.392428  1.650147  2.015049
H  3.386422  1.057458  1.185442

Atomic forces in eV per Å
1.1 0.2 0.8
-0.1 0.4 0.4
-1.8 -0.8 -0.2
2.8 -1.3 0.7
-0.1 -0.8 0.7
0.3 -0.2 0.0
-0.3 0.1 0.1
-0.2 1.4 1.8
-0.3 0.2 0.0
0.2 0.6 -0.2
-0.2 -0.2 -0.2
0.0 -0.3 -0.3
-1.8 -0.8 -2.0
-0.2 1.3 0.9
0.2 -0.4 -0.4
-0.2 0.2 -1.8
1.5 0.3 -0.4
-0.7 0.0 0.0

Here is a 2-piece molecular cluster, C9H11N4 overall from OMol25. Energies are from wB97M-V/def2-TZVPD.

Output
total charge = +1
F_max = 0.0679 hartree/bohr
spin multiplicity = 1
LUMO energy = -3.76 eV
electronic energy = -15463.1625 eV

Positions of all 24 atoms, in Å:
C  -2.686824  -0.619180  -1.928179
C  -3.367987  0.286763  -1.071189
C  -1.323456  -0.672233  -1.801216
C  -2.667476  0.919601  -0.068970
C  -0.557581  0.060918  -0.795547
C  1.582802  -2.063716  0.117066
C  1.685059  -0.860020  -0.697770
C  2.028404  2.478371  1.294137
C  0.598173  -2.238691  1.039136
N  -1.330950  0.787267  0.122606
N  0.759890  0.022126  -0.825359
N  1.245505  1.721806  0.967079
N  3.008789  3.325883  1.418539
H  -3.328491  -1.086410  -2.665799
H  -4.410733  0.214024  -1.015905
H  -0.707242  -1.082423  -2.595734
H  -3.232160  1.502735  0.730672
H  2.371399  -2.762277  -0.026446
H  2.609870  -0.630911  -1.315361
H  -0.166775  -1.522978  1.076588
H  0.381425  -3.171191  1.481058
H  -0.653844  1.414192  0.634676
H  3.103990  4.024920  0.672998
H  3.407797  3.592130  2.344232

Atomic forces in eV per Å
0.1 1.7 0.9
1.8 -1.0 1.3
1.1 0.4 -0.6
-1.7 0.8 1.2
-3.0 -1.0 0.1
-1.0 0.2 1.2
-0.3 1.4 -0.9
1.1 0.9 0.0
1.4 0.0 -2.7
2.9 -0.1 -1.9
0.7 -0.6 -0.8
-2.1 -1.1 0.3
1.6 1.8 0.9
0.7 -0.4 -0.2
-1.4 0.6 -0.1
-0.1 -0.5 0.3
1.1 -0.7 -1.3
0.4 -0.7 0.0
-0.9 -0.5 1.2
-0.8 1.0 0.5
0.3 -0.8 0.8
-1.2 -0.4 0.3
0.0 -0.5 0.6
-0.7 -0.5 -1.2

Here is C26H50Ag2FN3O9 as an isolated structure from OMol25. Energies are from wB97M-V/def2-TZVPD.

Output
total charge = +2
<S²> = 2.01
F_max = 0.0350 hartree/bohr
spin multiplicity = 3
LUMO energy (alpha / beta) = -6.43 / -8.31 eV
electronic energy = -61364.2830 eV

Positions of all 91 atoms, in Å:
Ag  4.659785  -2.205599  1.298052
Ag  2.231487  -4.173664  2.713144
F  3.307223  -3.926795  0.807468
N  1.539118  -1.346293  1.290255
O  1.275774  -2.174063  2.192978
O  0.635588  -1.004065  0.496497
O  2.678935  -0.863268  1.183890
C  -0.021350  3.102767  -0.274176
C  0.350921  2.617525  -1.662067
C  0.260828  3.778681  -2.660620
C  0.840914  3.420329  -4.026069
C  2.327723  3.153847  -3.865572
C  2.647179  2.070480  -2.845218
N  1.754270  2.156608  -1.673133
O  2.085790  1.330132  -0.660956
C  2.538830  0.656990  -3.463092
C  4.087256  2.250060  -2.305970
C  -0.554594  1.452889  -2.076364
H  -1.100694  3.240544  -0.241855
H  0.526765  3.998840  -0.000002
H  0.183493  2.324124  0.465565
H  -0.799397  4.006793  -2.794732
H  0.742511  4.681966  -2.283115
H  0.636105  4.226514  -4.724031
H  0.342591  2.519153  -4.387518
H  2.938121  4.044986  -3.701404
H  2.732338  2.803230  -4.823317
H  1.541644  0.393455  -3.825309
H  3.239034  0.623013  -4.292267
H  2.773321  -0.144044  -2.754349
H  4.465879  1.332783  -1.864067
H  4.752996  2.544730  -3.114465
H  4.102545  3.043066  -1.557238
H  -1.593008  1.776372  -2.081983
H  -0.464591  0.663924  -1.313961
H  -0.347618  0.947445  -3.016499
H  1.883630  0.417388  -0.964546
C  -3.671140  -2.575777  -0.493797
C  -3.475831  -1.489427  0.564659
C  -4.857683  -1.189949  1.180560
C  -4.813601  -0.395262  2.481142
C  -3.915242  -1.111314  3.483505
C  -2.510898  -1.456894  2.963122
N  -2.607329  -2.040208  1.622418
O  -1.482611  -2.613012  1.191055
C  -1.654048  -0.172771  2.916826
C  -1.845484  -2.468068  3.888104
C  -2.854929  -0.221517  -0.039349
H  -2.764129  -2.856075  -1.033456
H  -4.445080  -2.301585  -1.205510
H  -3.987850  -3.509310  -0.017734
H  -5.424793  -0.663797  0.409691
H  -5.408317  -2.114895  1.361177
H  -5.817577  -0.405662  2.913609
H  -4.592679  0.671074  2.399826
H  -4.411297  -2.021349  3.838028
H  -3.769650  -0.548975  4.409052
H  -0.782875  -0.291035  2.262473
H  -2.210240  0.654476  2.476374
H  -1.313467  0.072016  3.916602
H  -2.317029  -3.452449  3.908770
H  -0.815492  -2.607452  3.572784
H  -1.850692  -2.128987  4.923462
H  -2.993939  -0.266345  -1.119330
H  -1.778595  -0.122552  0.118536
H  -3.332868  0.680029  0.339331
H  -0.729361  -1.958354  1.130685
O  -0.889558  -4.297604  -4.696920
C  -0.258812  -3.921123  -3.770726
O  -0.663966  -4.128749  -2.479212
C  0.323306  -3.676804  -1.559906
C  1.147374  -2.638205  -2.321310
C  1.010742  -3.105367  -3.758635
H  0.971884  -4.512466  -1.277661
H  -0.118828  -3.282930  -0.649539
H  2.158236  -2.521195  -1.925162
H  0.719959  -1.632285  -2.183579
H  1.887416  -3.654177  -4.120190
H  0.988228  -2.315968  -4.514613
O  4.264815  3.607652  3.814754
C  3.363553  2.845820  3.707627
O  3.150167  1.842235  4.608404
C  2.015014  1.068128  4.248784
C  1.224570  1.928351  3.264523
C  2.317316  2.767403  2.604161
H  1.427878  0.803889  5.129490
H  2.321537  0.107130  3.817378
H  0.515701  2.560828  3.804641
H  0.620743  1.310087  2.594413
H  1.996485  3.773572  2.355989
H  2.739603  2.236382  1.750707

Atomic forces in eV per Å
-0.3 -0.4 -0.2
0.3 -0.4 -0.3
0.3 0.4 0.4
0.6 -0.5 0.3
-0.4 0.8 -0.2
-0.1 0.0 0.2
-0.3 0.1 -0.2
0.0 -0.8 0.5
0.1 1.3 -0.6
-0.5 0.0 -0.6
0.1 0.0 0.7
0.2 0.0 -1.1
0.8 0.0 0.2
-0.3 -1.0 -0.2
-0.2 0.1 -0.2
-0.6 -0.4 0.3
-0.2 0.1 0.1
0.2 -1.2 0.7
0.0 0.4 -0.1
-0.1 0.2 0.0
0.1 0.1 0.0
0.0 0.1 0.2
0.0 -0.1 0.2
0.1 0.0 -0.1
0.0 0.1 -0.2
-0.4 0.2 0.5
-0.1 -0.1 0.1
0.1 0.4 -0.2
0.1 -0.1 0.0
0.4 0.2 0.0
0.0 0.0 0.1
-0.1 0.0 -0.1
0.1 0.0 0.0
0.0 0.2 0.0
-0.1 0.2 -0.1
0.2 0.4 -0.2
0.2 0.0 0.4
0.4 -0.9 0.1
-1.3 -0.8 -0.2
0.0 0.5 0.0
-0.4 -0.2 0.6
0.0 -0.2 0.3
-0.6 0.0 1.1
1.3 1.3 -0.2
-0.6 -0.3 -0.4
0.1 0.0 -1.1
0.4 -0.5 0.1
0.4 0.2 -0.2
0.0 0.4 -0.1
0.0 0.2 0.0
-0.2 0.2 0.0
0.0 0.0 0.0
0.2 -0.1 0.0
0.0 0.0 -0.1
0.3 -0.1 -0.4
0.1 -0.1 -0.3
0.0 0.2 -0.2
0.0 -0.1 0.4
-0.1 0.1 0.3
-0.1 0.0 0.1
-0.2 0.1 -0.3
0.2 0.0 0.1
0.0 0.3 -0.1
-0.1 0.0 0.0
-0.1 -0.2 0.1
0.0 0.0 0.1
0.1 0.0 0.1
-0.2 -0.2 -0.4
0.1 0.2 0.3
-0.2 0.0 0.2
0.9 -0.1 0.0
-0.1 0.8 0.4
1.1 0.5 -0.5
-0.1 -0.1 0.0
-0.3 -0.1 -0.2
0.1 -0.5 -0.2
-0.3 -0.2 -0.2
-0.3 -0.6 0.4
-0.5 0.1 0.2
0.2 0.2 0.0
0.0 -0.3 -0.1
0.0 -0.1 0.1
-0.5 -0.4 0.0
-0.3 -0.1 0.0
-0.4 -0.3 0.6
0.2 0.3 0.2
0.2 0.2 -0.2
0.1 0.1 0.0
0.3 0.1 -0.1
0.1 0.0 -0.3
0.1 0.2 -0.1